1.
{"formula": "C4H8O3", "method": "ωB97M-V/def2-TZVPD", "spin_multiplicity": 1, "gap_ev": 7.87, "symbols": ["H", "H", "C", "C", "H", "O", "H", "H", "H", "C", "H", "O", "O", "H", "C"], "positions_angstrom": [[1.892389, -1.232821, -1.320498], [-1.537130, -0.814779, -0.258168], [-0.673675, -0.198017, -0.010116], [0.619894, -0.748495, 0.299266], [0.239372, -1.450909, -1.948420], [1.425727, 0.022390, 0.973655], [0.973966, 0.189445, -1.816959], [-1.204744, 1.264626, 2.206697], [0.162568, 1.824694, -0.209825], [0.890413, -0.799162, -1.359870], [0.113221, 0.396251, 1.960602], [-1.805172, 1.754399, -0.742102], [-0.900215, 0.362949, 2.036005], [0.577812, -1.830000, 0.541478], [-0.774425, 1.259429, -0.351745]], "forces_ev_per_a": [[-0.14, 0.05, 0.05], [0.13, 0.06, 0.05], [0.15, -0.09, -0.11], [-0.33, -0.09, 0.03], [0.07, 0.09, 0.12], [0.01, -0.06, 0.07], [-0.03, -0.12, 0.10], [0.03, -0.16, 0.03], [-0.13, -0.04, -0.04], [0.07, 0.02, -0.37], [-0.05, 0.00, -0.02], [0.39, -0.24, 0.17], [0.01, 0.20, 0.07], [0.06, 0.16, -0.01], [-0.24, 0.22, -0.16]], "lowdin_charge": [0.097, 0.154, 0.029, -0.576, 0.084, -0.156, 0.081, 0.087, 0.147, 0.020, 0.066, 0.085, -0.028, 0.155, -0.245]}



2.
{"formula": "C25H28CrF4N2O3S", "method": "ωB97M-V/def2-TZVPD", "spin_multiplicity": 5, "gap_ev": [6.58, 7.00], "symbols": ["H", "C", "H", "C", "H", "H", "C", "C", "H", "C", "F", "C", "C", "C", "C", "C", "H", "C", "H", "H", "H", "H", "H", "C", "C", "H", "H", "C", "F", "C", "H", "C", "H", "C", "H", "H", "H", "C", "H", "C", "S", "H", "Cr", "C", "H", "H", "N", "F", "H", "N", "C", "H", "O", "O", "F", "C", "H", "C", "C", "H", "O", "H", "H", "C"], "positions_angstrom": [[4.747006, -10.442907, -5.610802], [2.262659, -13.330696, -1.188482], [8.329725, -12.725821, -4.910208], [0.890637, -15.616463, -2.100724], [2.170904, -15.040005, -7.215361], [1.736294, -9.621617, -2.740938], [4.381596, -15.658451, -11.991469], [7.176479, -18.099835, -12.896557], [1.390355, -17.322795, -8.805129], [1.739816, -11.887044, -5.373344], [0.209815, -16.679921, -2.495008], [5.302635, -14.567281, -2.157021], [0.361036, -14.814353, -1.075065], [5.183491, -16.509255, -12.671423], [5.686381, -15.861063, -10.040172], [3.961053, -10.925095, -4.997874], [6.893549, -19.155946, -12.836131], [1.222888, -15.579504, -7.361614], [1.128507, -12.641789, -5.798776], [-0.466404, -15.184554, -0.491330], [0.140246, -11.089177, -4.318227], [6.036894, -13.512857, -6.531787], [7.368848, -14.210991, -2.917141], [3.452976, -10.230235, -3.818393], [8.192689, -13.509256, -5.666092], [8.939990, -14.267430, -5.425762], [3.426013, -12.216362, -6.643425], [2.044492, -10.289389, -3.538338], [2.922753, -12.274033, -0.778909], [6.273215, -17.212711, -12.066191], [6.091171, -15.392897, -9.113808], [6.751569, -14.040874, -5.797524], [7.021552, -17.644390, -10.157762], [6.368945, -16.896205, -10.697059], [8.429747, -13.121332, -6.679784], [0.996825, -16.283689, -6.549056], [6.684522, -15.717860, -3.513183], [3.086474, -11.809805, -5.668579], [1.093965, -15.788550, -9.745157], [2.849320, -14.183333, -2.203547], [3.419316, -14.468356, -9.751467], [5.103943, -15.566641, -1.706683], [4.400699, -12.939497, -4.337439], [6.402573, -14.629241, -3.286603], [5.652440, -13.935520, -1.301137], [4.920979, -16.543533, -13.759707], [4.101100, -13.918656, -2.749020], [0.546471, -12.852557, 0.298403], [0.372888, -14.851107, -7.396510], [5.991221, -13.940533, -4.538997], [1.206210, -11.085271, -4.381832], [3.654824, -15.124386, -12.568116], [4.015915, -13.632276, -8.708274], [2.327057, -14.023488, -10.564051], [2.340228, -15.737849, -3.986550], [4.546566, -15.341764, -10.694753], [6.719812, -15.080753, -6.140929], [1.040828, -13.730225, -0.613369], [2.041557, -15.230875, -2.757679], [7.094674, -17.668648, -13.904891], [3.020714, -15.909590, -8.992631], [4.089972, -9.829465, -3.020455], [8.214139, -18.104582, -12.488347], [1.561753, -16.243720, -8.828917]], "forces_ev_per_a": [[0.20, -0.81, 0.87], [-0.15, -3.29, -1.47], [-0.47, 0.01, -0.33], [0.07, 1.44, 0.33], [-0.64, -0.11, 0.73], [-0.53, -0.50, 0.02], [-1.46, 0.79, -1.15], [0.20, 0.27, 1.07], [0.69, 0.18, -0.22], [-0.09, 0.18, 1.65], [-0.44, -0.60, -0.33], [0.04, 0.75, -0.20], [0.09, -1.44, 0.39], [1.60, -1.19, -1.87], [-0.02, -0.07, -0.22], [-0.73, 1.99, 0.43], [-0.33, 0.19, -0.38], [-0.32, 0.23, -2.03], [-0.52, -0.30, -0.80], [-0.41, 0.08, -0.23], [-0.51, 0.10, 0.56], [1.58, -0.26, 0.63], [-0.57, -0.05, 0.00], [-1.93, -1.34, -0.02], [-0.14, 0.28, -1.38], [-0.28, -0.26, -0.07], [-0.15, 0.02, 0.61], [2.27, -0.26, -1.46], [0.27, 0.66, 0.40], [-2.54, 1.54, 0.12], [-0.83, -0.98, -0.41], [-1.68, 0.19, 1.40], [-0.17, 1.66, -0.10], [1.69, -1.67, 0.27], [0.38, 0.03, 0.67], [0.38, 0.00, -0.48], [-0.58, 1.03, 0.23], [0.67, 0.63, -2.10], [-0.10, -0.41, 1.30], [-0.58, 0.65, 0.19], [-0.48, -1.11, 2.54], [-0.06, 0.43, -0.59], [0.93, -0.72, -0.17], [1.06, -1.14, -0.87], [0.01, -0.41, -0.58], [0.75, -0.42, 0.94], [0.06, -0.42, 0.65], [-0.25, -0.85, 0.00], [0.71, -0.56, -0.19], [-0.43, 0.14, 1.12], [0.67, 0.62, 0.43], [-0.70, 0.02, -0.05], [-0.78, -0.98, -1.82], [0.18, 0.26, 0.28], [0.14, -0.11, 1.18], [3.37, 0.22, 1.52], [0.41, -0.18, -0.11], [1.45, 2.26, -0.63], [0.24, 0.97, 0.27], [0.48, -0.70, 0.17], [-1.34, 0.41, -0.56], [-0.03, 0.40, -0.87], [-0.63, 0.40, -0.55], [0.32, 2.09, 1.23]], "mulliken_spin": [-0.006, -0.010, -0.002, 0.015, 0.023, 0.002, 0.000, 0.000, 0.000, -0.014, 0.000, 0.057, -0.004, 0.000, -0.001, 0.031, 0.000, -0.017, -0.008, 0.000, 0.006, 0.007, -0.006, 0.102, -0.007, 0.000, -0.008, 0.032, 0.003, 0.000, 0.001, -0.005, 0.000, 0.000, 0.002, 0.000, 0.009, 0.077, 0.000, -0.144, 0.003, 0.005, 3.450, -0.018, 0.002, 0.000, 0.167, 0.000, 0.000, 0.092, 0.101, 0.000, 0.005, 0.000, 0.017, 0.000, 0.003, 0.003, 0.048, 0.000, 0.000, -0.017, 0.000, 0.001]}



3.
{"formula": "C33H39FIrN4P2", "method": "ωB97M-V/def2-TZVPD", "spin_multiplicity": 6, "gap_ev": [5.32, 2.88], "charge": 2, "symbols": ["C", "C", "F", "C", "Ir", "H", "C", "C", "C", "H", "H", "H", "C", "C", "C", "H", "C", "C", "H", "H", "N", "H", "H", "H", "N", "C", "C", "N", "H", "H", "H", "H", "N", "C", "H", "H", "H", "C", "H", "C", "H", "H", "H", "C", "C", "C", "C", "P", "C", "H", "C", "C", "H", "H", "H", "H", "H", "C", "C", "H", "H", "C", "H", "C", "C", "H", "C", "H", "H", "C", "H", "C", "H", "H", "H", "H", "P", "H", "C", "C"], "positions_angstrom": [[1.261242, 1.885057, -4.676450], [4.488192, 2.087234, -0.388346], [-3.801346, -0.100290, 7.182180], [-4.513022, -2.766935, 1.476024], [0.244810, 0.088283, 2.451344], [-1.351780, 3.253304, -6.484649], [-2.385824, 0.428358, -1.184746], [-2.524903, -2.553977, 2.557944], [-3.253243, 0.706638, 5.014435], [-5.519589, -3.074772, 1.221077], [-3.840164, -1.505223, -0.255882], [1.934138, 2.428219, -4.005030], [-0.865835, 2.340972, -6.100274], [-1.639650, 1.767284, 0.476267], [-0.200272, -1.734451, -0.326346], [2.518678, 1.382365, 3.307562], [-2.127283, 2.591195, -0.534360], [-1.772208, 0.557044, -4.558138], [1.916198, 2.353424, 1.707061], [2.579610, -3.348567, 0.290810], [-2.470077, -1.785040, 1.392792], [1.147868, 1.338798, 4.486492], [3.813923, -0.592844, 3.261415], [4.200399, -0.088308, -0.871182], [-1.805979, 0.445603, 0.075039], [-1.128985, 0.118333, 4.085902], [-3.687909, -1.952151, 0.710647], [2.927794, -1.708560, 1.638196], [-4.116391, -3.788975, 3.447252], [0.545389, 3.783923, -5.336878], [-0.837326, 1.617122, -6.924674], [2.201600, -0.119487, 4.265712], [2.861596, 0.827276, 0.545823], [4.217713, -3.555766, 1.808457], [-0.770435, -1.676044, -1.261600], [-0.193566, -2.772560, 0.032219], [-4.215754, 1.195894, 4.929090], [0.428506, -0.322731, -5.588406], [0.208951, -1.055085, 5.272021], [1.210182, -1.170571, -0.513980], [0.940514, -1.297603, -5.650704], [-2.523399, 0.266519, -3.819121], [1.804275, -0.001428, -3.896532], [3.171547, -2.975202, 1.110968], [-3.774380, -3.143429, 2.647216], [-1.026547, -0.605397, -5.142768], [3.722086, 2.914736, 0.487526], [1.832467, -0.486782, 1.043944], [1.742479, 0.751032, 3.766346], [-1.384728, -1.151663, 7.215227], [-2.601555, 1.748912, -1.582680], [-2.332715, 0.787345, 3.961046], [1.242928, -0.338259, -1.235391], [-1.671944, -2.611979, 3.214699], [-2.309450, 2.599888, -4.476504], [-2.141965, 3.668534, -0.502013], [5.383237, -2.762834, 3.571533], [0.580382, 2.746793, -5.711056], [-1.693219, 1.825314, -4.955231], [-1.003796, -1.417869, -4.397119], [-1.591886, -0.988709, -6.010067], [3.934735, 0.812818, -0.340535], [3.857654, 3.962066, 0.705666], [1.204318, 0.547237, -4.632494], [2.719742, 2.127500, 1.027023], [0.423019, 0.104962, -6.599372], [-1.659513, -0.629614, 6.309718], [5.330599, 2.396945, -0.985243], [1.920492, -1.934786, -0.856040], [-2.894904, -0.003976, 6.156098], [-2.530467, 1.352303, 3.055746], [4.615778, -2.632519, 2.825761], [-3.026719, 2.043930, -2.524500], [-1.162083, 1.995485, 1.422481], [4.646258, -4.524243, 1.603259], [-2.594224, -0.508193, -1.690893], [-1.084242, -0.848271, 0.965027], [1.190439, 2.766439, -6.632381], [-0.764228, -0.573584, 5.233411], [3.823782, -1.506388, 2.693098]], "forces_ev_per_a": [[0.22, -0.18, -0.10], [-0.77, -0.99, 0.23], [1.63, 0.19, -1.90], [1.05, 0.59, -0.40], [-1.76, 2.22, 2.84], [0.10, -0.44, 0.08], [0.24, 0.59, 0.20], [-1.02, -0.19, 0.08], [0.27, 0.94, -1.93], [0.21, 0.09, 0.00], [-0.17, 0.06, 0.14], [-0.24, -0.32, -0.08], [-0.56, 0.26, -0.15], [-0.85, 0.44, -1.64], [-0.04, -0.41, -0.41], [-0.35, -0.51, 0.02], [0.20, -0.72, 0.54], [-0.23, -3.63, 0.71], [0.03, 0.19, -0.10], [0.16, -0.13, 0.11], [0.10, 0.00, -0.16], [0.23, -0.27, -0.29], [0.19, -0.06, -0.17], [0.11, 0.00, 0.13], [-0.33, 0.48, -0.48], [2.47, 0.35, -2.74], [-0.32, -0.56, 0.92], [0.12, 0.70, -0.16], [0.11, 0.13, -0.17], [0.03, -0.41, -0.16], [-0.09, 0.04, 0.26], [-0.16, 0.57, 0.05], [-0.25, -0.37, 0.11], [-0.88, 0.66, -0.27], [0.14, -0.25, 0.11], [0.11, 0.11, -0.29], [0.00, -0.05, 0.28], [-0.02, -0.25, -0.14], [-0.25, -0.07, 0.24], [0.22, -0.19, -0.31], [-0.24, 0.38, -0.15], [0.07, 0.32, -0.28], [-0.18, 0.37, -0.14], [0.78, -0.25, 0.33], [0.78, 0.50, -0.43], [0.58, 0.18, 0.37], [-0.90, -0.76, 0.28], [2.22, -0.19, -1.05], [1.12, -0.48, 1.54], [-0.24, 0.05, 0.13], [0.49, -0.46, 0.65], [-2.61, 0.06, 1.60], [-0.16, -0.24, 0.23], [-0.01, 0.02, -0.02], [0.22, -0.51, 0.00], [-0.01, -0.04, -0.05], [0.02, -0.02, -0.09], [0.15, 0.35, 0.14], [0.62, 3.65, -1.22], [-0.23, 0.23, -0.27], [-0.17, 0.01, 0.27], [0.39, 0.87, 0.04], [0.06, -0.04, -0.09], [0.02, 0.03, 0.24], [0.83, 0.35, -0.45], [0.18, -0.15, 0.25], [1.99, -0.43, -0.86], [0.00, -0.10, 0.01], [-0.32, 0.24, -0.16], [-1.65, -0.23, 1.90], [-0.36, -0.10, 0.25], [-0.77, 0.77, -0.42], [-0.23, 0.13, 0.11], [-0.04, 0.09, -0.12], [-0.10, 0.03, 0.06], [-0.01, 0.28, 0.16], [-0.89, -1.91, -0.52], [-0.22, 0.08, 0.34], [-1.23, -0.77, 2.45], [0.37, -0.88, -0.06]], "mulliken_spin": [0.048, 0.005, 0.053, 0.008, 2.016, 0.001, 0.105, 0.058, 0.064, 0.001, 0.000, 0.005, 0.046, -0.071, 0.048, 0.018, -0.022, 0.239, -0.036, 0.005, -0.015, 0.034, -0.003, 0.000, 0.007, 0.375, 0.019, -0.015, 0.001, 0.000, 0.018, -0.017, 0.078, 0.005, 0.031, 0.037, 0.000, 0.008, -0.036, -0.024, -0.001, 0.055, -0.004, 0.015, 0.032, -0.004, 0.012, 0.043, 0.349, 0.000, 0.078, 0.087, 0.017, -0.039, 0.014, 0.002, 0.002, 0.039, 0.248, 0.019, 0.038, -0.005, 0.001, 0.026, -0.010, 0.008, 0.065, 0.001, -0.020, 0.277, -0.064, 0.001, -0.005, 0.034, -0.001, -0.008, 0.536, -0.001, 0.080, -0.008]}



Which strongest force on any atom belongs to each record? In order, 0.49 3.70 4.01 eV/Å.
Which energy above the lowest of the compared OMol25 structures with the same formula, charge and spin belongs to each record? In order, 4.823 5.242 0.038 eV.